DFT (ωB97M-V with the def2-TZVPD basis set) results for C4H16BF2N3O6P2Pd as an isolated structure in a non-equilibrium geometry.

Computed properties:
electronic energy	-49326.041	eV
HOMO energy (spin up / spin down)	-16.22 / -16.21	eV
LUMO energy (spin up / spin down)	-8.02 / -8.02	eV
molar mass	419.4	g mol⁻¹
ΔE to the lowest compared entry with this formula, charge and spin	194.4	kJ/mol
HOMO-LUMO gap (spin up / spin down)	8.200 / 8.199	eV

Geometry as ORCA input:
```
! wB97M-V def2-TZVPD RIJCOSX def2/J DEFGRID3
* xyz 2 1
Pd -0.77943 -0.47007 -0.76366
N 1.61199 2.38006 1.31694
C 1.80597 0.90108 1.04638
C 3.07860 0.36820 1.69006
P 0.19584 0.16396 1.71363
O 0.50031 0.39268 3.25122
O -0.83928 1.10929 1.18460
O 0.02152 -1.27662 1.32126
P 1.80801 0.68107 -0.77116
O 3.17194 1.28404 -1.21056
O 0.56375 1.27483 -1.34573
O 1.79463 -0.91397 -0.96174
H 0.72087 2.67805 0.89140
H 2.38449 2.95726 0.97099
H 1.53040 2.53031 2.32919
H 3.02677 0.45721 2.77427
H 3.96528 0.88828 1.32455
H 3.18682 -0.68887 1.44718
H 0.12808 -0.23608 3.88455
H 3.42692 1.28641 -2.14818
N -1.94758 -2.07745 -0.55293
C -3.30285 -1.59285 -0.19393
C -3.67196 -0.60492 -1.26827
N -2.61355 0.42970 -1.23967
H -1.96945 -2.60233 -1.42668
H -1.54152 -2.66034 0.17951
H -3.22558 -1.10357 0.77751
H -4.02712 -2.40354 -0.10930
H -4.66821 -0.19230 -1.10937
H -3.65710 -1.07151 -2.25385
H -2.71532 1.06262 -0.44561
H -2.60161 0.98047 -2.09417
F 2.48871 -0.83852 -3.18565
B 1.66516 -1.34210 -2.29601
F 0.48445 -1.75044 -2.72680
*
```


DFT (ωB97M-V with the def2-TZVPD basis set) results for a 5-piece molecular cluster, C4H16BrN8O4 overall in a non-equilibrium geometry.

Computed properties:
electronic energy	-94567.623	eV
HOMO energy	-6.35	eV
LUMO energy	2.93	eV
molar mass	320.1	g mol⁻¹
ΔE to the lowest compared entry with this formula, charge and spin	176.4	kJ/mol
HOMO-LUMO gap	9.284	eV

Geometry as ORCA input:
```
! wB97M-V def2-TZVPD RIJCOSX def2/J DEFGRID3
* xyz -1 1
Br 0.48398 -0.33536 0.32179
C -0.62520 1.73192 -2.81292
O -0.80107 2.81724 -3.29841
N 0.39081 0.78929 -3.08730
N -1.51948 1.19204 -1.95184
H 1.28735 1.08668 -3.37961
H 0.47884 -0.02802 -2.49650
H -2.43149 1.58945 -1.80680
H -1.29438 0.72382 -1.07648
C 0.16944 -3.42445 -3.31156
O 0.34426 -4.40856 -3.93868
N -0.96109 -2.59247 -3.46476
N 1.11584 -2.79829 -2.43997
H -1.07732 -1.65611 -3.06609
H -1.60602 -2.80876 -4.19013
H 0.85013 -2.01570 -1.88758
H 1.93219 -3.32068 -2.09217
C 0.46226 -1.15110 4.58169
O 0.09100 -1.57650 5.72639
N 1.76877 -1.29574 4.36383
N -0.33571 -0.55225 3.72798
H 2.18486 -1.02531 3.50493
H 2.49336 -1.79943 4.88912
H 0.09909 -0.30567 2.86971
H -1.18440 -1.00889 3.64287
C -0.17075 3.21246 1.73149
O -0.09454 4.09145 2.50325
N 0.57767 3.03309 0.61159
N -1.18595 2.24536 1.83726
H 0.40000 2.10894 0.23437
H 1.50222 3.48156 0.57801
H -2.11683 2.51681 2.03785
H -1.22785 1.48321 1.13869
*
```


DFT (ωB97M-V with the def2-TZVPD basis set) results for C4H16InN8O4 as an isolated structure in a non-equilibrium geometry.

Computed properties:
electronic energy	-29663.385	eV
HOMO energy	-19.19	eV
LUMO energy	-15.85	eV
molar mass	355.0	g mol⁻¹
ΔE to the lowest compared entry with this formula, charge and spin	133.5	kJ/mol
HOMO-LUMO gap	3.335	eV

Geometry as ORCA input:
```
! wB97M-V def2-TZVPD RIJCOSX def2/J DEFGRID3
* xyz 3 1
In 0.37462 -1.75309 -0.67576
C -0.65660 -2.26106 3.05431
O -0.73911 -2.04606 1.81448
N -1.63757 -1.92548 3.90289
N 0.43410 -2.83722 3.61385
H -1.63544 -2.37151 4.80851
H -2.56936 -1.67183 3.60596
H 0.38906 -2.95312 4.61261
H 1.15197 -3.30293 3.08817
C 1.79440 0.64697 2.28106
O 0.98268 0.13662 1.45771
N 2.06362 1.95219 2.36596
N 2.48523 -0.17778 3.12989
H 2.66267 2.37487 3.05394
H 1.53105 2.47061 1.68295
H 2.09685 -1.10861 3.12543
H 2.86352 0.23942 3.96827
C -1.44739 -0.79093 -4.16444
O -0.62732 -0.92912 -3.21471
N -2.42065 -1.67537 -4.45887
N -1.59703 0.41940 -4.74486
H -3.09171 -1.59529 -5.20453
H -2.35979 -2.57829 -4.01305
H -1.03132 1.19525 -4.45408
H -2.22453 0.47821 -5.52986
C 0.57386 2.03310 -1.40318
O 1.00890 0.85616 -1.41591
N -0.76083 2.35035 -1.41801
N 1.40546 3.05808 -1.65772
H -1.42090 1.63057 -1.66677
H -0.96062 3.28493 -1.73167
H 1.00849 3.96101 -1.85257
H 2.35370 2.88992 -1.96002
*
```


DFT (ωB97M-V with the def2-TZVPD basis set) results for a 4-piece molecular cluster, C4H16N2O2 overall in a non-equilibrium geometry.

Computed properties:
electronic energy	-11473.956	eV
HOMO energy	-8.73	eV
LUMO energy	-4.67	eV
molar mass	124.2	g mol⁻¹
ΔE to the lowest compared entry with this formula, charge and spin	869.8	kJ/mol
HOMO-LUMO gap	4.065	eV

Geometry as ORCA input:
```
! wB97M-V def2-TZVPD RIJCOSX def2/J DEFGRID3
* xyz 0 1
C 0.89108 1.77257 1.53245
N 1.51433 0.55889 1.97059
C -1.53792 0.07635 -2.11729
C -0.29279 -0.59024 -1.61508
N -0.47449 -1.79344 -0.80033
C -0.79508 -1.40669 0.57628
H 0.50773 1.66841 0.51796
H -0.02635 2.01678 2.10296
H 1.58474 2.60784 1.38928
H 2.26938 0.75329 2.62406
H -2.14858 0.37576 -1.25312
H -1.25639 0.98358 -2.65518
H 0.29688 0.11372 -1.02169
H 0.38978 -0.82118 -2.44641
H 0.45990 -2.20821 -0.78498
H -1.79883 -0.99332 0.64537
H -0.13872 -0.57489 0.88805
H -0.54770 -2.21845 1.25787
H 3.09424 -0.83700 -0.36522
H 1.87035 0.04631 1.11251
O 2.16149 -0.59046 -0.27932
H -2.13340 -0.47728 -2.84576
H -2.41406 2.16215 0.72594
O -1.74221 1.50743 0.48643
*
```


DFT (ωB97M-V with the def2-TZVPD basis set) results for a 4-piece molecular cluster, C4H16N2O2 overall in a non-equilibrium geometry.

Computed properties:
electronic energy	-11474.476	eV
HOMO energy	-8.83	eV
LUMO energy	-4.43	eV
molar mass	124.2	g mol⁻¹
ΔE to the lowest compared entry with this formula, charge and spin	819.7	kJ/mol
HOMO-LUMO gap	4.404	eV

Geometry as ORCA input:
```
! wB97M-V def2-TZVPD RIJCOSX def2/J DEFGRID3
* xyz 0 1
C -1.75399 1.26036 1.42457
N -0.55972 1.98591 1.74011
C 0.29146 -2.34418 -1.48685
C 0.67970 -1.46337 -0.29211
N 1.61078 -0.45257 -0.77315
C 0.92467 0.65348 -1.39295
H -1.49247 0.21070 1.29858
H -2.20433 1.54815 0.46248
H -2.48262 1.31244 2.24003
H 0.23929 1.37942 1.91704
H 1.20427 -2.48040 -2.05945
H -0.43414 -1.76553 -2.05396
H -0.18713 -0.87825 0.11705
H 1.13636 -1.89727 0.59710
H 1.96500 -0.08053 0.15583
H 0.29594 0.25605 -2.18663
H 0.23697 1.13997 -0.65979
H 1.59868 1.41115 -1.78637
H -0.66211 2.72113 2.41287
H 2.52460 0.52628 2.09907
O 1.66486 0.33534 1.70754
H -0.13628 -3.29802 -1.19698
H -2.57757 0.27538 -1.25949
O -1.88224 -0.35565 -1.02454
*
```


DFT (ωB97M-V with the def2-TZVPD basis set) results for a 3-piece molecular cluster, C4H16N2O2 overall in a non-equilibrium geometry.

Computed properties:
electronic energy	-11480.004	eV
HOMO energy	-8.33	eV
LUMO energy	0.50	eV
molar mass	124.2	g mol⁻¹
ΔE to the lowest compared entry with this formula, charge and spin	286.3	kJ/mol
HOMO-LUMO gap	8.830	eV

Geometry as ORCA input:
```
! wB97M-V def2-TZVPD RIJCOSX def2/J DEFGRID3
* xyz 0 1
C -1.88567 -0.45683 0.51406
C -0.93960 0.57974 1.24347
C 0.12684 -0.04602 2.27192
N -0.17618 1.34511 0.26433
C -1.06284 2.35126 -0.39906
N -0.41768 3.65210 -0.38100
H -2.36912 -1.14182 1.10307
H -1.28925 -1.24675 -0.15642
H -2.71000 -0.00350 0.18782
H -1.59995 1.21289 1.78226
H -0.15733 0.02211 3.38019
H 0.98672 0.57140 2.30630
H 0.08977 -1.12491 2.07355
H 0.30166 0.87320 -0.48987
H -2.10866 2.41646 -0.00270
H -1.14319 2.06195 -1.51592
H 0.17821 3.91698 0.46585
H 0.24418 3.85906 -1.03731
O 3.18781 -5.23561 -0.54468
H 2.50156 -4.53242 -0.30470
H 3.31815 -5.68216 0.37472
O 0.50264 -0.87032 -2.38830
H -0.13834 -1.38860 -2.70779
H 1.09671 -0.51584 -2.96084
*
```


DFT (ωB97M-V with the def2-TZVPD basis set) results for a 3-piece molecular cluster, C4H16N2O2 overall in a non-equilibrium geometry.

Computed properties:
electronic energy	-11480.572	eV
HOMO energy	-8.43	eV
LUMO energy	0.82	eV
molar mass	124.2	g mol⁻¹
ΔE to the lowest compared entry with this formula, charge and spin	231.5	kJ/mol
HOMO-LUMO gap	9.252	eV

Geometry as ORCA input:
```
! wB97M-V def2-TZVPD RIJCOSX def2/J DEFGRID3
* xyz 0 1
C -1.78722 1.83430 -0.47254
N -0.70260 0.79394 -0.64099
C 0.41151 1.42622 -1.32533
C -1.15837 -0.48359 -1.23002
C -0.12861 -1.46119 -1.81652
N 0.49502 -2.51345 -0.93264
H -2.74411 1.33882 -0.23434
H -1.39246 2.59800 0.22389
H -1.92018 2.49996 -1.35169
H 0.35242 2.45758 -1.01131
H 0.58547 1.22987 -2.40351
H 1.37035 0.92038 -1.08061
H -1.58766 -0.99022 -0.37672
H -2.06840 -0.36419 -1.85311
H -0.61579 -1.75532 -2.74799
H 0.68374 -0.98431 -2.42779
H 0.30580 -2.32801 0.03571
H 0.00961 -3.37004 -1.17072
O 2.23637 0.65302 5.30893
H 1.88008 0.00141 5.91102
H 2.85249 0.38879 4.63046
O 0.72588 -0.76952 1.90689
H 1.61660 -1.17346 1.63623
H 0.58004 0.05100 1.42270
*
```


DFT (ωB97M-V with the def2-TZVPD basis set) results for a 3-piece molecular cluster, C4H16N2O2 overall in a non-equilibrium geometry.

Computed properties:
electronic energy	-11482.300	eV
HOMO energy	-9.34	eV
LUMO energy	0.70	eV
molar mass	124.2	g mol⁻¹
ΔE to the lowest compared entry with this formula, charge and spin	64.8	kJ/mol
HOMO-LUMO gap	10.041	eV

Geometry as ORCA input:
```
! wB97M-V def2-TZVPD RIJCOSX def2/J DEFGRID3
* xyz 0 1
N -0.67087 -1.67437 -1.11643
C -0.26608 -0.29914 -1.43845
C 1.24236 -0.02047 -1.71054
C 1.96364 0.52422 -0.45625
C 1.67170 -0.06283 0.96128
N 0.95224 0.85631 1.84281
H -0.91035 -2.25267 -1.91540
H 0.00789 -2.20092 -0.59969
H -0.59120 0.32660 -0.60526
H -0.82551 0.03530 -2.30774
H 1.22540 0.76871 -2.45807
H 1.80270 -0.90393 -2.00867
H 1.62301 1.56387 -0.36875
H 3.04504 0.59197 -0.58134
H 1.15242 -0.99844 0.74543
H 2.62713 -0.29320 1.42597
H -0.05199 0.68224 1.82166
H 1.29175 0.69066 2.78661
O -3.02162 2.05317 0.51002
H -3.37717 1.18052 0.71121
H -2.14015 2.13144 0.93068
O -2.42064 -0.58128 1.43538
H -2.20903 -1.42174 1.86784
H -2.12066 -0.69601 0.52769
*
```


DFT (ωB97M-V with the def2-TZVPD basis set) results for a 4-piece molecular cluster, C4H16N2O2 overall in a non-equilibrium geometry.

Computed properties:
electronic energy	-11473.234	eV
HOMO energy	-8.71	eV
LUMO energy	-4.52	eV
molar mass	124.2	g mol⁻¹
ΔE to the lowest compared entry with this formula, charge and spin	939.6	kJ/mol
HOMO-LUMO gap	4.186	eV

Geometry as ORCA input:
```
! wB97M-V def2-TZVPD RIJCOSX def2/J DEFGRID3
* xyz 0 1
C 0.85046 1.74379 0.51270
C -0.62320 1.92837 0.08618
C -1.42096 0.66674 0.32478
N -1.31125 -0.22511 -0.77462
C -0.45651 -1.36313 -0.47176
N -0.13218 -1.99171 -1.72973
H 1.23238 2.73738 0.54410
H 1.06746 1.29282 1.51331
H 1.46595 1.08466 -0.21046
H -0.43082 2.11070 -0.98253
H -0.98653 2.86762 0.42794
H -1.00812 0.02034 1.19841
H -2.47790 0.82710 0.45950
H 1.63596 -2.29260 2.01244
H -0.91835 -1.99458 0.32005
H 0.49822 -1.07912 0.04154
H 0.37118 -1.25059 -2.22178
H 0.54548 -2.75681 -1.47125
H -0.01094 -0.28170 3.29914
H 1.47723 -2.96478 2.20998
O -0.00768 -0.76418 2.39674
H -1.05665 0.23089 -1.66413
H 1.08004 0.79540 -3.35059
O 0.61671 0.65848 -2.46997
*
```


DFT (ωB97M-V with the def2-TZVPD basis set) results for a 3-piece molecular cluster, C4H16N2O2 overall in a non-equilibrium geometry.

Computed properties:
electronic energy	-11474.487	eV
HOMO energy (spin up / spin down)	-14.48 / -13.85	eV
LUMO energy (spin up / spin down)	-2.77 / -7.76	eV
molar mass	124.2	g mol⁻¹
ΔE to the lowest compared entry with this formula, charge and spin	55.2	kJ/mol
HOMO-LUMO gap (spin up / spin down)	11.712 / 6.095	eV

Geometry as ORCA input:
```
! wB97M-V def2-TZVPD RIJCOSX def2/J DEFGRID3
* xyz 1 2
N -0.87851 -0.97586 -1.68551
C -1.47525 -0.70864 -0.41055
C -1.81667 -2.05575 0.18304
C -0.28200 -0.02666 0.45865
N 0.08101 1.32145 0.19988
C -0.83515 2.36273 0.66331
H -0.68927 -0.15434 -2.26326
H -0.00004 -1.49107 -1.62349
H -2.34248 -0.06567 -0.54969
H -2.54102 -2.59380 -0.42470
H -0.89131 -2.63634 0.22042
H -2.17318 -2.02602 1.20586
H -0.49363 -0.11928 1.54110
H 0.57703 -0.65369 0.29122
H 0.54089 1.46800 -0.66800
H -0.31479 3.08507 1.29291
H -1.61010 1.92643 1.28318
H -1.28098 2.88794 -0.17903
H 2.55749 -0.36184 -0.50149
H 3.24670 -1.66702 -0.90509
O 2.46807 -1.10789 -1.10888
H 1.92087 1.20285 1.02064
H 3.42310 1.39903 1.30164
O 2.80923 0.99037 0.65786
*
```


DFT (ωB97M-V with the def2-TZVPD basis set) results for a 3-piece molecular cluster, C4H16N2O2 overall in a non-equilibrium geometry.

Computed properties:
electronic energy	-11465.500	eV
HOMO energy	-17.97	eV
LUMO energy	-7.67	eV
molar mass	124.2	g mol⁻¹
ΔE to the lowest compared entry with this formula, charge and spin	179.2	kJ/mol
HOMO-LUMO gap	10.301	eV

Geometry as ORCA input:
```
! wB97M-V def2-TZVPD RIJCOSX def2/J DEFGRID3
* xyz 2 1
C 1.53561 0.26813 -1.41580
C 1.31022 -0.74858 -0.31972
C 1.73267 -0.20840 1.07928
C 0.66412 0.41527 3.18826
N 0.57607 -0.10379 2.01928
N 0.79516 -0.09480 -2.68793
H 1.15347 1.25046 -1.04723
H 2.54751 0.50564 -1.69186
H 0.23688 -0.95556 -0.06213
H 1.77428 -1.72780 -0.44224
H 2.31436 -1.08884 1.43603
H 2.22290 0.78594 1.07014
H 1.61012 0.84491 3.48306
H -0.29305 0.22578 3.73050
H -0.33486 -0.38534 1.59886
H -0.06899 -0.54961 -2.27126
H 1.36640 -0.79021 -3.18802
H 0.63203 0.61937 -3.40499
H -2.14021 -1.05068 -0.15880
H -2.04094 0.44449 0.22528
O -1.54767 -0.39913 0.24913
H -4.06797 1.17998 -1.91185
H -4.26226 0.03335 -1.03837
O -3.70951 0.83044 -1.08313
*
```


DFT (ωB97M-V with the def2-TZVPD basis set) results for a 4-piece molecular cluster, C4H16N2O4 overall in a non-equilibrium geometry.

Computed properties:
electronic energy	-15577.256	eV
HOMO energy	-9.27	eV
LUMO energy	0.38	eV
molar mass	156.2	g mol⁻¹
ΔE to the lowest compared entry with this formula, charge and spin	118.1	kJ/mol
HOMO-LUMO gap	9.648	eV

Geometry as ORCA input:
```
! wB97M-V def2-TZVPD RIJCOSX def2/J DEFGRID3
* xyz 0 1
C -1.57245 -0.33538 2.08494
N -0.65387 -0.22510 0.97130
C -1.06809 -0.78879 -0.20257
O -2.02108 -1.54511 -0.23474
C 0.40544 0.75544 1.07502
C 1.77903 0.44500 0.48059
N 1.76412 -0.02935 -0.90780
H -1.19454 0.10649 3.00088
H -1.80923 -1.38138 2.27791
H -2.54321 0.10861 1.84012
H -0.46179 -0.50097 -1.06111
H 0.09697 1.77240 0.79623
H 0.55463 0.92738 2.13870
H 2.36390 1.36184 0.52718
H 2.24744 -0.31208 1.09504
H 1.73394 0.78520 -1.52261
H 2.62855 -0.51834 -1.12771
O 1.41776 -3.67180 0.30388
H 0.76397 -3.01319 0.56959
H 0.96512 -4.01967 -0.47650
O -2.27408 2.90166 0.65881
H -3.15898 2.68855 0.33002
H -1.77193 2.22264 0.18942
O 1.62750 1.89340 -3.46327
H 2.56252 1.99375 -3.63715
H 1.01081 2.51817 -3.84901
*
```